Entry from the Open Molecules 2025 dataset: 2 unconnected molecules or ions with the total composition C2H4O4 at a distorted geometry (wB97M-V/def2-TZVPD).

```
10
C2H4O4, DFT wB97M-V/def2-TZVPD
O -0.72305 0.16899 -0.65911
C -1.92090 0.11631 -0.44179
O -2.72722 1.11890 0.18388
H -2.65038 -0.68556 -0.67099
H -2.13373 1.90360 0.33889
O 1.79017 -1.84859 0.53273
C 2.35680 -0.78445 0.42611
O 1.81788 0.34343 -0.16817
H 3.30929 -0.49834 0.91454
H 0.88113 0.16571 -0.45613
```

Calculated values
**Spin multiplicity**: 1
**SMILES**: O=CO.O=CO
**ΔE to the lowest compared entry with this formula, charge and spin**: 16.2 kcal/mol
**LUMO energy**: 0.5 eV
**Energy**: -10328.69786 eV